The following is a DFT calculation (ωB97M-V/def2-TZVPD) of a molecular structure, C58H49BrN10O3PbSi at a distorted geometry.

XYZ file:
```
123
Properties=species:S:1:pos:R:3:forces:R:3
Pb -0.752266 0.034492 -0.445319 -0.273 -0.561 0.708
N 2.588430 1.382491 2.710452 0.044 0.195 -0.060
C 1.580389 1.295467 1.811345 0.533 0.359 0.138
N 0.890362 0.242771 1.585312 0.039 -0.206 0.092
C 1.207401 -0.933636 2.263750 -0.643 -0.306 -0.417
N 0.689050 -2.070001 1.994177 0.842 -0.304 2.231
N -0.028707 -2.352480 0.949778 -0.877 -0.164 -2.136
C -1.107948 -3.021303 0.970512 0.666 0.344 1.054
C -1.722148 -3.477019 -0.267541 -0.450 -0.468 -0.469
C -2.331934 -4.735185 -0.297061 0.165 0.254 0.010
C -3.042984 -5.114165 -1.418326 -0.050 0.159 -0.164
C -3.151263 -4.210709 -2.465642 0.019 -0.125 0.079
C -2.477686 -3.003386 -2.359093 -0.172 -0.294 -0.243
N -1.759193 -2.652343 -1.310899 0.234 0.127 0.030
C 2.154301 -0.866384 3.368465 0.311 0.257 0.385
C 2.357647 -1.937272 4.232487 0.132 0.152 0.061
C 3.254589 -1.823787 5.276746 -0.034 -0.130 -0.045
C 3.978993 -0.651888 5.445875 0.045 0.179 -0.090
C 3.792946 0.423627 4.593490 0.089 -0.039 0.064
C 2.863973 0.324810 3.567025 -0.159 -0.561 0.072
H 3.104584 2.243206 2.811310 -0.159 -0.018 -0.091
H 1.370805 2.190153 1.245898 0.019 0.163 -0.033
H -1.647187 -3.266213 1.887217 0.261 -0.166 0.104
H -2.256374 -5.385195 0.560018 0.001 -0.069 0.150
H -3.532925 -6.075868 -1.462333 -0.026 -0.071 -0.009
H -3.738957 -4.430547 -3.342806 -0.051 -0.030 -0.086
H -2.537981 -2.277255 -3.159931 0.006 -0.078 -0.127
H 1.795057 -2.839827 4.056138 -0.068 -0.084 0.023
H 3.391455 -2.646234 5.962950 0.043 -0.065 0.025
H 4.693897 -0.574748 6.250393 0.066 0.040 0.087
H 4.361184 1.334924 4.720863 0.016 0.083 0.048
C -4.769014 1.732791 -1.827053 -0.359 0.271 0.801
O -4.275892 1.017456 -2.981953 0.169 -0.233 -0.949
C -2.990441 0.753177 -2.714534 -0.244 0.811 1.143
N -2.512242 1.256544 -1.650337 -0.132 -0.400 -0.692
C -3.471057 2.178760 -1.108844 -0.415 0.395 -0.213
C -3.998778 1.456508 1.506812 -0.121 -0.116 -0.073
C -2.574826 1.342742 2.117028 0.047 -0.381 0.366
C -2.371337 1.915934 3.477357 -0.042 0.042 0.287
C -3.374623 2.415180 4.200916 0.642 -0.156 0.016
C -4.665917 2.651615 3.593861 -0.419 0.103 -0.325
C -4.934788 2.280605 2.344746 0.039 0.095 0.146
C -2.059884 0.093651 -3.626671 0.327 -0.308 -0.828
C -2.220050 0.022048 -5.008112 0.152 -0.155 0.108
C -1.144027 -0.430018 -5.768002 -0.189 0.046 0.255
C 0.026964 -0.813495 -5.135820 0.043 0.007 0.268
C 0.079506 -0.741291 -3.740023 -0.873 0.181 -0.876
N -0.939957 -0.288377 -3.021652 0.289 0.041 -0.713
C 1.246861 -1.156909 -2.978278 0.986 -0.422 1.102
N 1.300752 -1.190780 -1.707899 -0.440 0.187 -0.749
C 2.588167 -1.707976 -1.312793 0.686 -0.255 -0.187
C 3.309274 -1.921536 -2.682800 0.570 -0.119 0.570
O 2.341732 -1.558202 -3.659549 -0.641 0.209 -0.707
C 2.510690 -3.003581 -0.540655 0.038 0.064 -0.026
C 1.555671 -3.956529 -0.867260 0.253 0.019 -0.048
C 1.535374 -5.172525 -0.210640 -0.061 0.006 -0.143
C 2.464128 -5.441707 0.779285 0.031 -0.069 0.092
C 3.421851 -4.497554 1.105103 0.039 -0.094 0.094
C 3.447855 -3.283800 0.443513 -0.075 0.089 -0.166
H -5.366522 1.040513 -1.226812 0.136 0.082 -0.201
H -5.392044 2.553891 -2.179372 0.099 -0.049 0.001
H -3.158342 3.157129 -1.510790 -0.087 -0.078 0.011
H -2.226822 0.306721 2.165637 -0.109 0.185 0.008
H -1.377413 1.809512 3.892037 0.071 0.010 0.123
H -3.224115 2.744335 5.219485 0.093 -0.064 0.090
H -5.395622 3.207496 4.163524 -0.112 0.118 -0.010
H -5.848403 2.610521 1.876547 -0.204 0.007 0.028
H -3.140687 0.335171 -5.473345 -0.122 0.039 0.007
H -1.226487 -0.470753 -6.844545 0.024 -0.013 -0.040
H 0.889483 -1.150377 -5.689241 0.041 -0.044 -0.027
H 3.089150 -0.943964 -0.710226 0.010 -0.104 -0.070
H 3.585089 -2.967548 -2.842251 -0.012 0.152 0.020
H 4.183492 -1.280887 -2.808448 -0.070 -0.026 -0.008
H 0.823551 -3.723968 -1.625442 -0.156 -0.025 -0.075
H 0.791587 -5.910535 -0.471006 -0.110 -0.074 -0.011
H 2.443864 -6.389817 1.292983 0.000 -0.128 0.081
H 4.150694 -4.708064 1.873240 0.072 -0.016 0.086
H 4.208973 -2.556028 0.688151 -0.002 0.100 0.076
Br -8.625832 -0.917647 0.287674 0.087 -0.007 0.008
C -6.728718 -0.987037 0.516127 -0.376 0.182 -0.060
C -6.050811 -2.171683 0.300744 -0.124 0.063 -0.039
C -4.688054 -2.168984 0.445888 0.107 -0.027 -0.065
C -3.935505 -1.012181 0.780073 -0.326 -0.122 0.172
O -2.655912 -1.094551 0.847573 -0.211 0.219 0.120
C -4.675928 0.175721 1.058480 0.164 -0.212 0.046
C -3.344078 2.333468 0.408940 -0.346 0.223 -0.208
N -1.990427 1.980295 0.896336 -0.001 0.478 0.033
C -1.101796 3.105160 0.900159 0.300 0.273 -0.040
C -1.263294 4.144356 1.793612 0.091 0.195 0.070
C -0.555587 5.335776 1.677590 -0.122 0.168 0.215
C 0.249086 5.534666 0.575616 -0.049 -0.171 0.077
C 0.441636 4.516906 -0.344322 -0.132 -0.090 0.356
C 1.133504 4.749754 -1.586118 0.070 -0.278 -0.419
C 1.386966 3.740413 -2.416719 -0.169 0.226 -0.185
C 1.144057 2.318836 -1.972294 -0.163 0.137 -0.025
N 0.148214 2.181459 -0.928708 0.120 0.008 -0.450
C -0.148483 3.225888 -0.158037 0.081 0.453 0.238
C -6.055465 0.155814 0.900325 -0.218 -0.199 0.011
H -6.578925 -3.072347 0.021260 -0.045 -0.040 0.009
H -4.142114 -3.086214 0.297824 0.051 -0.079 -0.029
H -3.574877 3.384859 0.646898 0.110 -0.158 -0.066
H -1.967953 4.033179 2.603260 -0.089 0.036 -0.005
H -0.692671 6.119046 2.404783 -0.039 0.102 0.123
H 0.728845 6.491654 0.418507 0.058 0.078 -0.068
H 1.358230 5.773124 -1.856585 0.059 0.062 -0.070
H 1.819743 3.882695 -3.395190 0.105 0.082 -0.098
H 0.824878 1.710123 -2.833928 0.111 0.131 0.041
H -6.643617 1.045113 1.061500 -0.049 0.029 0.060
C 5.662050 2.353200 0.798982 -0.062 -0.271 -0.627
Si 5.409474 1.427441 -0.852913 0.345 0.214 0.071
C 6.351022 2.261282 -2.287529 -0.368 -0.262 0.567
C 6.052467 -0.358029 -0.640161 -0.417 0.603 -0.134
C 3.604098 1.565173 -1.249251 0.767 -0.397 0.174
C 2.465834 1.827315 -1.559000 0.210 -0.148 0.054
H 6.690253 2.674595 0.937289 0.212 -0.007 -0.029
H 5.402048 1.714999 1.639230 -0.084 -0.172 0.123
H 5.032586 3.237743 0.832194 -0.127 0.153 -0.037
H 7.418201 2.324170 -2.091842 0.161 -0.036 0.103
H 5.979796 3.269381 -2.448686 -0.087 0.158 0.012
H 6.215863 1.711443 -3.215824 -0.073 -0.128 -0.086
H 7.044966 -0.354482 -0.197378 0.164 0.131 0.070
H 6.123983 -0.889780 -1.584516 -0.015 -0.044 -0.183
H 5.409320 -0.934686 0.017012 -0.111 -0.055 0.139
```
Forces are in eV/Å.

E_LUMO, eV: -0.50
E_tot, eV: -165150.0611
Molecular weight, g/mol: 1249.3
Max |F|, eV/Å: 2.404